The following is a DFT calculation (wB97M-V/def2-TZVPD) of a gas-phase ion, C7H8 (charge +1).

Values from the calculation:
HOMO level (spin up / spin down): -15.03 / -15.14 eV
frontier orbital gap (spin up / spin down): 10.4 / 6.9 eV
molar mass: 92.1 g/mol

ORCA input file:
```
! wB97M-V def2-TZVPD RIJCOSX def2/J DEFGRID3
* xyz 1 2
C -2.19 -0.08 -0.10
C -0.72 -0.02 -0.05
C 0.03 -1.20 -0.24
C 1.38 -1.17 -0.24
C 2.05 0.03 0.22
C 1.33 1.22 0.31
C -0.03 1.23 0.18
H -2.52 -1.11 -0.03
H -2.60 0.42 -0.99
H -2.64 0.50 0.71
H -0.48 -2.12 -0.50
H 2.01 -1.95 -0.65
H 3.10 -0.01 0.44
H 1.85 2.14 0.53
H -0.58 2.13 0.39
*
```

=====

The following is a DFT calculation (wB97M-V/def2-TZVPD) of C4H8O in the gas phase.

Values from the calculation:
HOMO level: -9.61 eV
frontier orbital gap: 10.7 eV
molar mass: 72.1 g/mol

ORCA input file:
```
! wB97M-V def2-TZVPD RIJCOSX def2/J DEFGRID3
* xyz 0 1
C -1.26 -0.80 0.03
C -0.01 -0.08 0.51
C 1.27 -0.38 -0.29
O 1.27 0.93 -0.87
C 0.18 1.34 -0.03
H -2.17 -0.36 0.46
H -1.24 -1.86 0.29
H -1.35 -0.73 -1.07
H 0.10 -0.17 1.59
H 1.19 -1.17 -1.05
H 2.17 -0.56 0.32
H 0.50 2.08 0.72
H -0.65 1.76 -0.61
*
```

=====

The following is a DFT calculation (wB97M-V/def2-TZVPD) of a molecular structure, C26H73InN5NaO12S.

Values from the calculation:
HOMO level: -13.67 eV
frontier orbital gap: 2.1 eV
molar mass: 817.8 g/mol

ORCA input file:
```
! wB97M-V def2-TZVPD RIJCOSX def2/J DEFGRID3
* xyz 2 1
In -14.42 28.51 -12.20
Na -16.10 29.07 -16.25
S -13.08 27.47 -15.33
O -12.00 28.15 -16.04
O -12.58 27.21 -13.93
O -14.21 28.35 -15.23
O -13.47 26.21 -15.99
C -13.80 33.92 -15.64
C -14.97 32.95 -15.36
C -16.12 32.90 -16.39
O -16.78 34.05 -16.37
C -17.97 34.12 -17.11
N -14.33 31.66 -15.14
H -13.45 33.81 -16.67
H -12.91 33.71 -15.07
H -14.10 34.97 -15.53
H -15.35 33.16 -14.36
H -16.84 32.11 -16.23
H -15.65 32.76 -17.37
H -18.76 33.86 -16.40
H -17.95 33.56 -18.05
H -18.18 35.14 -17.44
H -13.97 31.20 -15.96
H -15.09 31.06 -14.85
C -12.46 22.69 -15.82
C -13.70 22.98 -16.59
C -14.38 21.62 -17.04
O -13.63 20.98 -18.03
C -12.93 21.78 -18.90
N -14.64 23.71 -15.76
H -12.61 21.93 -15.05
H -11.95 23.51 -15.30
H -11.73 22.19 -16.45
H -13.45 23.63 -17.43
H -15.39 21.80 -17.41
H -14.71 20.98 -16.23
H -12.42 21.06 -19.54
H -12.20 22.51 -18.55
H -13.69 22.13 -19.61
H -14.14 24.58 -15.65
H -15.44 24.11 -16.24
C -9.80 26.70 -19.56
C -10.75 25.88 -18.61
C -10.10 25.47 -17.27
O -9.06 24.48 -17.46
C -8.54 23.96 -16.22
N -11.99 26.65 -18.46
H -9.42 27.62 -19.11
H -10.36 27.06 -20.42
H -8.90 26.11 -19.75
H -10.95 24.94 -19.11
H -10.95 25.14 -16.66
H -9.69 26.31 -16.71
H -9.19 23.34 -15.59
H -8.10 24.72 -15.58
H -7.66 23.38 -16.47
H -12.69 26.15 -17.93
H -11.81 27.35 -17.76
C -12.29 32.20 -18.74
C -11.63 30.87 -18.25
C -10.07 30.94 -17.88
O -9.94 32.11 -16.99
C -8.67 32.06 -16.31
N -12.39 30.58 -17.11
H -12.13 32.36 -19.81
H -11.92 33.09 -18.24
H -13.38 32.25 -18.67
H -11.80 30.11 -19.01
H -9.46 31.15 -18.76
H -9.82 30.01 -17.37
H -8.39 31.08 -15.93
H -8.89 32.76 -15.50
H -7.86 32.38 -16.97
H -12.00 29.69 -16.82
H -12.14 31.25 -16.39
C -18.00 24.95 -13.93
C -17.41 26.15 -13.20
C -17.59 26.08 -11.73
O -17.07 27.31 -11.18
C -17.88 27.80 -10.12
N -16.03 26.27 -13.68
H -18.04 25.09 -15.01
H -19.02 24.77 -13.60
H -17.41 24.05 -13.79
H -17.94 27.05 -13.49
H -17.07 25.25 -11.25
H -18.65 26.05 -11.49
H -17.58 27.47 -9.13
H -18.97 27.76 -10.17
H -17.64 28.86 -10.08
H -15.97 26.19 -14.68
H -15.65 25.35 -13.49
C -17.73 26.13 -18.39
C -16.30 26.00 -18.06
O -16.01 26.63 -16.74
H -18.20 27.12 -18.42
H -18.27 25.61 -17.60
H -17.79 25.63 -19.35
H -15.67 26.42 -18.84
H -16.04 24.94 -17.98
H -15.12 26.38 -16.47
C -9.66 23.57 -12.89
C -10.24 24.91 -13.09
O -11.63 24.87 -12.95
H -9.89 23.25 -11.87
H -8.62 23.32 -13.10
H -10.24 22.98 -13.60
H -9.93 25.25 -14.08
H -9.86 25.58 -12.33
H -11.92 25.71 -13.31
C -8.10 28.19 -14.85
C -9.43 28.34 -14.04
O -10.16 29.33 -14.63
H -7.64 29.17 -14.91
H -8.31 27.91 -15.88
H -7.38 27.48 -14.45
H -9.19 28.71 -13.05
H -10.11 27.49 -14.02
H -10.74 28.85 -15.23
*
```

=====

The following is a DFT calculation (wB97M-V/def2-TZVPD) of a molecular structure, C22H30CoI2N2O4RhS2.

Values from the calculation:
HOMO level (spin up / spin down): -18.87 / -19.92 eV
frontier orbital gap (spin up / spin down): 6.1 / 4.3 eV
molar mass: 866.3 g/mol

ORCA input file:
```
! wB97M-V def2-TZVPD RIJCOSX def2/J DEFGRID3
* xyz 4 9
I 0.93 2.08 -3.10
I -1.09 1.34 -5.04
Co -2.64 -0.54 -2.29
Rh -0.80 0.43 -0.49
S -2.03 1.58 -1.95
S -0.49 -0.73 -2.64
C -1.14 1.26 1.07
C -3.20 2.71 -1.04
C 0.22 -2.52 -2.65
C -4.19 3.19 -2.09
C -3.94 2.05 0.10
C -2.32 3.87 -0.57
C -0.09 -3.10 -4.02
C -0.35 -3.35 -1.52
C 1.71 -2.31 -2.44
C -4.36 -0.24 -2.11
C -3.09 -2.18 -2.71
O -1.23 1.72 2.14
O -5.52 -0.14 -2.07
O -3.53 -3.22 -3.03
H -4.85 2.38 -2.42
H -3.69 3.62 -2.96
H -4.82 3.96 -1.64
H -4.56 1.22 -0.24
H -4.59 2.82 0.55
H -3.28 1.69 0.89
H -1.61 3.53 0.20
H -2.96 4.65 -0.15
H -1.75 4.28 -1.41
H 0.42 -4.07 -4.12
H 0.27 -2.45 -4.83
H -1.16 -3.28 -4.17
H 0.15 -4.34 -1.55
H -1.43 -3.52 -1.62
H -0.14 -2.86 -0.56
H 2.22 -3.28 -2.53
H 1.87 -1.89 -1.44
H 2.12 -1.62 -3.19
C 3.78 -0.68 3.93
N 2.81 -1.25 3.00
N 2.08 -0.50 2.14
C 1.40 -1.35 1.29
O 0.77 -0.97 0.26
C 1.71 -2.66 1.73
C 2.63 -2.56 2.75
C 3.37 -3.60 3.49
C 2.07 0.91 2.16
C 2.17 1.64 0.97
C 2.15 3.03 1.00
C 2.02 3.69 2.23
C 1.88 2.97 3.42
C 1.88 1.57 3.39
H 3.83 0.41 3.88
H 4.79 -1.08 3.71
H 3.51 -0.98 4.95
H 1.30 -3.53 1.27
H 4.47 -3.50 3.33
H 3.15 -3.56 4.57
H 3.07 -4.59 3.11
H 2.30 1.09 0.02
H 2.23 3.59 0.06
H 2.00 4.78 2.25
H 1.79 3.47 4.39
H 1.78 0.98 4.31
*
```

=====

The following is a DFT calculation (wB97M-V/def2-TZVPD) of 2 unconnected molecules or ions with the total composition C3H5NO2.

Values from the calculation:
HOMO level: -9.06 eV
frontier orbital gap: 9.9 eV
molar mass: 87.1 g/mol

ORCA input file:
```
! wB97M-V def2-TZVPD RIJCOSX def2/J DEFGRID3
* xyz 0 1
C 0.90 1.02 1.03
C 0.83 1.45 -0.22
O 0.98 1.84 -1.30
H 0.01 0.79 1.61
H 1.86 1.13 1.51
N -0.44 -1.44 -0.02
C -1.35 -0.66 -0.63
O -1.35 0.56 -0.65
H 0.35 -0.99 0.44
H -0.52 -2.44 -0.03
H -2.15 -1.22 -1.14
*
```

=====

The following is a DFT calculation (wB97M-V/def2-TZVPD) of a molecular structure, C8H5NO5Ti.

Values from the calculation:
HOMO level (spin up / spin down): -17.72 / -19.41 eV
frontier orbital gap (spin up / spin down): 6.9 / 8.2 eV
molar mass: 243.0 g/mol

ORCA input file:
```
! wB97M-V def2-TZVPD RIJCOSX def2/J DEFGRID3
* xyz 2 3
O 1.05 4.79 -3.08
C 0.84 3.84 -2.49
Ti 0.31 1.43 -0.99
O 0.29 2.97 1.65
C 0.30 2.43 0.64
C 0.31 0.40 -2.60
O 0.30 -0.27 -3.54
C 2.18 1.12 -0.79
O 3.30 0.88 -0.64
C -1.57 1.71 -1.17
O -2.71 1.83 -1.24
C -0.38 -2.69 2.53
C -0.77 -2.58 1.07
C -0.36 -1.29 0.50
N -0.06 -0.30 -0.02
H 0.72 -2.61 2.64
H -0.71 -3.68 2.92
H -0.87 -1.89 3.13
H -0.29 -3.39 0.50
H -1.88 -2.68 0.97
*
```

=====

The following is a DFT calculation (wB97M-V/def2-TZVPD) of a molecular structure, C29H28N6PdS.

Values from the calculation:
HOMO level (spin up / spin down): -18.28 / -18.78 eV
frontier orbital gap (spin up / spin down): 6.0 / 2.9 eV
molar mass: 599.1 g/mol

ORCA input file:
```
! wB97M-V def2-TZVPD RIJCOSX def2/J DEFGRID3
* xyz 4 5
Pd 0.46 1.25 -0.18
C 1.80 4.01 -0.54
C 2.89 3.55 0.42
C 3.48 2.19 0.12
C 4.86 2.03 0.19
C 5.43 0.81 -0.10
C 4.60 -0.24 -0.46
C 3.25 -0.02 -0.50
N 2.67 1.17 -0.22
N 0.46 3.46 -0.22
C -0.03 3.93 1.10
C 0.30 2.98 2.23
C 0.35 3.42 3.55
C 0.63 2.51 4.55
C 0.87 1.18 4.21
C 0.82 0.82 2.88
N 0.52 1.70 1.92
C -0.50 3.83 -1.27
C -1.77 3.04 -1.09
C -3.02 3.59 -1.35
C -4.15 2.81 -1.14
C -4.00 1.51 -0.68
C -2.72 1.04 -0.46
N -1.62 1.78 -0.67
H 1.75 5.10 -0.53
H 2.05 3.70 -1.56
H 3.70 4.28 0.39
H 2.53 3.57 1.46
H 5.47 2.87 0.47
H 6.51 0.68 -0.05
H 5.00 -1.22 -0.70
H 2.57 -0.82 -0.77
H 0.36 4.92 1.32
H -1.12 4.02 1.05
H 0.18 4.46 3.77
H 0.66 2.83 5.58
H 1.11 0.45 4.97
H 1.05 -0.19 2.57
H -0.72 4.91 -1.24
H -0.05 3.62 -2.25
H -3.10 4.61 -1.70
H -5.14 3.22 -1.33
H -4.85 0.89 -0.48
H -2.56 0.03 -0.11
S -0.29 -5.59 -1.76
C -0.36 -3.92 -1.26
C -0.65 -3.46 0.04
C -0.44 -2.12 0.29
N 0.00 -1.25 -0.63
C 0.25 -1.69 -1.86
C 0.12 -3.03 -2.23
C -1.81 -6.47 -1.38
C -2.13 -6.90 -0.09
C -3.24 -7.73 0.07
N -3.86 -7.99 -1.05
C -3.67 -7.68 -2.30
C -2.55 -6.86 -2.50
H -0.97 -4.11 0.84
H -0.62 -1.72 1.29
H 0.60 -0.97 -2.59
H 0.40 -3.34 -3.23
H -1.54 -6.66 0.78
H -3.59 -8.15 1.01
H -4.33 -8.05 -3.08
H -2.29 -6.58 -3.52
*
```

=====

The following is a DFT calculation (wB97M-V/def2-TZVPD) of a molecular structure, C8H24CrO9S.

Values from the calculation:
HOMO level (spin up / spin down): 1.38 / -0.50 eV
frontier orbital gap (spin up / spin down): 3.3 / 5.1 eV
molar mass: 348.3 g/mol

ORCA input file:
```
! wB97M-V def2-TZVPD RIJCOSX def2/J DEFGRID3
* xyz -2 5
Cr -0.06 0.92 -0.18
C 1.45 -3.39 0.93
C 1.44 -2.03 0.07
O 0.54 -1.02 0.58
H 1.99 -4.22 0.48
H 0.54 -3.93 1.18
H 1.88 -3.03 1.86
H 1.43 -2.28 -0.99
H 2.48 -1.70 0.07
S -2.16 1.49 -1.75
O -2.48 1.70 -3.19
O -1.50 0.26 -1.37
O -1.09 2.43 -1.36
O -3.33 1.70 -0.96
O -1.66 0.76 1.24
H -1.71 1.35 2.02
C -3.98 -3.44 -0.18
C -2.97 -2.69 -0.99
O -2.18 -1.88 -0.23
H -4.57 -2.81 0.49
H -3.50 -4.16 0.48
H -4.72 -3.95 -0.80
H -3.37 -2.05 -1.78
H -2.26 -3.43 -1.35
H -2.00 -1.11 -0.77
C 3.55 0.84 -1.62
C 2.36 1.74 -1.95
O 1.28 0.90 -1.84
H 4.38 1.52 -1.47
H 3.84 0.14 -2.41
H 3.28 0.16 -0.81
H 2.36 2.18 -2.95
H 2.28 2.41 -1.10
H 1.03 0.63 -2.73
C 0.40 2.84 3.40
C 0.97 3.19 2.05
O 1.23 1.97 1.35
H 0.28 3.80 3.90
H 1.07 2.22 3.99
H -0.64 2.53 3.44
H 1.78 3.92 2.10
H 0.21 3.75 1.52
H 2.13 1.78 1.65
*
```